A cluster of 6 separate species, C29H27BrF42N2O7Si in total at a distorted geometry. Source: the Open Molecules 2025 dataset; level of theory: the ωB97M-V functional and the def2-TZVPD basis.

Structure (XYZ):
```
109
C29H27BrF42N2O7Si (the ωB97M-V functional and the def2-TZVPD basis)
C -3.684 3.196 -6.237
N -2.577 3.188 -5.289
C -2.985 2.656 -3.983
Si -1.717 2.959 -2.631
Br 0.185 3.637 -3.487
N -2.346 4.097 -1.368
C -2.410 5.457 -1.757
O -1.454 6.130 -1.962
F -3.646 5.959 -1.846
C -3.428 3.503 -0.663
O -3.279 2.757 0.234
F -4.641 3.777 -1.140
H -4.163 2.216 -6.227
H -3.318 3.374 -7.248
H -4.452 3.941 -5.999
H -2.204 4.122 -5.183
H -3.052 1.568 -4.082
H -3.983 3.010 -3.686
H -1.472 1.710 -1.905
F 2.730 -1.492 -1.615
C 2.368 -2.707 -1.166
F 3.487 -3.463 -1.035
C 1.431 -3.419 -2.145
F 2.082 -3.666 -3.303
F 1.170 -4.623 -1.563
C 0.065 -2.777 -2.431
O -0.055 -2.016 -3.621
C 0.223 -0.685 -3.662
F 0.462 -0.170 -2.443
F -0.881 -0.054 -4.146
C 1.354 -0.350 -4.643
F 2.481 -1.009 -4.318
F 1.586 0.978 -4.560
H 1.900 -2.609 -0.185
H -0.603 -3.621 -2.596
H -0.322 -2.239 -1.569
H 1.062 -0.613 -5.661
F -5.836 1.098 6.114
C -6.827 1.971 6.375
F -7.988 1.284 6.447
C -6.951 3.021 5.267
F -7.339 2.435 4.116
F -7.964 3.839 5.681
C -5.752 3.947 5.014
O -4.887 3.627 3.943
C -3.796 2.818 4.094
F -3.557 2.516 5.382
F -2.723 3.504 3.639
C -3.897 1.562 3.224
F -5.007 0.858 3.529
F -2.820 0.777 3.469
H -6.642 2.453 7.339
H -6.203 4.890 4.709
H -5.203 4.145 5.934
H -3.919 1.831 2.170
F 6.564 -6.474 0.912
C 5.268 -6.126 1.023
F 4.884 -6.330 2.305
C 4.382 -6.975 0.108
F 4.403 -8.263 0.509
F 3.119 -6.497 0.315
C 4.618 -6.881 -1.405
O 5.379 -7.899 -2.027
C 6.737 -7.834 -2.142
F 7.230 -6.645 -1.761
F 7.038 -7.993 -3.452
C 7.425 -8.992 -1.408
F 7.095 -8.991 -0.103
F 8.762 -8.834 -1.514
H 5.153 -5.065 0.785
H 3.626 -7.004 -1.838
H 4.957 -5.885 -1.692
H 7.131 -9.942 -1.856
F -2.949 -5.447 1.939
C -2.357 -4.464 1.242
F -2.667 -4.621 -0.068
C -0.834 -4.525 1.381
F -0.359 -5.645 0.816
F -0.389 -3.458 0.628
C -0.222 -4.330 2.777
O 0.168 -5.487 3.481
C -0.681 -6.169 4.308
F -1.846 -5.524 4.487
F -0.080 -6.259 5.514
C -0.899 -7.610 3.830
F -1.394 -7.621 2.577
F -1.791 -8.203 4.650
H -2.737 -3.495 1.579
H 0.718 -3.813 2.591
H -0.832 -3.663 3.388
H 0.045 -8.157 3.853
F 1.918 10.215 -1.103
C 0.902 9.846 -0.301
F 0.550 10.913 0.452
C 1.317 8.708 0.636
F 2.264 9.139 1.494
F 0.194 8.433 1.365
C 1.736 7.373 0.006
O 3.121 7.110 -0.126
C 3.844 7.495 -1.217
F 3.072 7.982 -2.202
F 4.460 6.390 -1.701
C 4.966 8.471 -0.844
F 4.466 9.568 -0.247
F 5.601 8.849 -1.976
H 0.046 9.545 -0.910
H 1.399 6.616 0.712
H 1.196 7.184 -0.923
H 5.674 7.983 -0.172
```

## Properties
E_HOMO   -0.355 Ha
Gap between HOMO and LUMO   9.475 eV
E_tot   -239880.554 eV